No. 1
10
Properties=species:S:1:pos:R:3:lowdin_charge:R:1 method="wB97M-V/def2-TZVPD" e_tot_ev=-13801.261 relative_energy_kj_mol=173.1 max_force_ha_per_bohr=0.0453 charge=0 orbital_gap_ha=0.3311 smiles=N#CC1(I)CC1
N 0.89252 -2.55722 0.06971 0.177
C 0.69015 -1.42847 0.06560 -0.361
C 0.52204 -0.05353 -0.16535 -0.726
I 2.67188 0.87971 -0.15509 0.675
C -0.74438 0.51602 -0.78223 -0.074
C -0.55772 0.39932 0.77407 -0.128
H -1.56262 -0.09602 -1.19846 0.118
H -0.50623 1.51457 -1.15792 0.100
H -0.39947 1.32854 1.29624 0.095
H -1.00616 -0.50291 1.25345 0.125


No. 2
15
Properties=species:S:1:pos:R:3:mulliken_spin:R:1 method="wB97M-V/def2-TZVPD" spin_multiplicity=2 e_tot_ev=-19073.333 relative_energy_kj_mol=22.2 max_force_ha_per_bohr=0.0740 charge=-1 orbital_gap_ha="0.1147 / 0.1566"
O -0.26124 -1.72809 -0.30555 0.026
O -0.56510 0.22564 0.72835 -0.048
C -2.04838 1.59621 -0.40761 0.912
C -3.46537 1.12738 -0.19633 -0.069
O -3.59709 -0.23975 -0.13295 0.007
C 0.21574 -0.66849 0.19811 0.075
H -1.74631 2.54518 0.05325 0.008
H -1.61431 1.34698 -1.38539 0.005
H -4.07369 1.57885 -1.02601 0.067
H -3.84343 1.64237 0.72295 0.008
O 2.07587 0.83080 0.10915 0.007
O 2.49533 -1.35867 0.06530 0.002
C 1.69450 -0.37758 0.11997 -0.001
Li -2.10548 -1.15741 0.29119 0.000
Na 4.24475 0.10935 0.12504 -0.001